{
  "formula": "C10H21Cl2O3PTb",
  "method": "the ωB97M-V functional and the def2-TZVPD basis",
  "symbols": ["Tb", "Cl", "Cl", "C", "H", "H", "C", "C", "H", "C", "H", "C", "H", "H", "C", "H", "H", "C", "H", "H", "H", "H", "C", "O", "P", "O", "C", "O", "C", "H", "H", "H", "H", "H", "H", "H", "H", "H"],
  "positions_angstrom": [[2.62, -0.11, -0.77], [1.68, -2.41, -0.35], [2.54, 2.05, 0.47], [4.59, -0.85, -0.24], [5.39, -0.36, 0.36], [4.98, -1.82, -0.62], [-0.85, 1.49, -1.79], [0.33, 1.02, -2.07], [-1.01, 2.33, -1.11], [0.56, -0.29, -2.79], [1.22, 1.65, -1.94], [-0.44, -0.49, -3.93], [1.59, -0.38, -3.20], [0.42, -1.12, -2.05], [-1.87, -0.22, -3.44], [-0.16, 0.18, -4.74], [-0.43, -1.53, -4.31], [-2.08, 0.94, -2.42], [-2.54, -0.02, -4.28], [-2.21, -1.13, -2.91], [-2.55, 1.81, -2.90], [-2.77, 0.60, -1.63], [-2.04, 0.96, 4.22], [-1.48, 0.09, 3.23], [-0.58, 0.57, 1.93], [0.93, 0.02, 2.35], [1.57, 0.59, 3.50], [-0.99, -0.59, 0.86], [-1.24, -1.91, 1.34], [-2.55, 0.32, 4.95], [-2.78, 1.65, 3.80], [-1.26, 1.54, 4.74], [2.60, 0.84, 3.22], [1.09, 1.51, 3.87], [1.58, -0.16, 4.31], [-0.97, -2.57, 0.52], [-0.61, -2.16, 2.20], [-2.29, -2.03, 1.61]],
  "lowdin_charge": [0.618, -0.130, -0.176, -0.508, -0.155, -0.153, -0.134, -0.228, 0.117, -0.286, 0.039, -0.192, 0.089, 0.028, -0.182, 0.110, 0.110, -0.187, 0.100, 0.110, 0.110, 0.111, -0.146, -0.389, 0.849, -0.437, -0.166, -0.394, -0.170, 0.079, 0.075, 0.071, 0.066, 0.068, 0.084, 0.043, 0.080, 0.075],
  "multiplicity": 7,
  "homo_lumo_gap_ev": [4.302, 4.498],
  "charge": -1,
  "homo_ev": [-1.626, -1.830],
  "s_squared": 12.79,
  "lumo_ev": [2.68, 2.67]
}